# 1
C3H10N2O2S | wB97M-V/def2-TZVPD

Its HOMO energy is -9.2 eV. The total energy is -21183.859 eV. The spin multiplicity is 1. The LUMO energy is 0.5 eV. The HOMO-LUMO gap comes out at 9.6 eV.

The geometry in XYZ format:
```
18
Properties=species:S:1:pos:R:3:mulliken_charge:R:1
C -1.002 -0.457 -1.155 -0.711
C -0.563 1.004 -1.338 -0.520
S -0.966 1.497 -3.052 -0.238
N -1.100 -0.746 0.295 -0.379
H -0.264 -1.152 -1.545 0.275
H -1.964 -0.578 -1.649 0.443
H 0.501 1.126 -1.165 0.371
H -1.126 1.600 -0.622 0.359
H -0.627 2.795 -2.933 0.142
H -0.767 -1.677 0.550 0.415
H -1.964 -0.514 0.759 0.282
H -0.218 -0.139 0.879 0.303
N 1.252 -1.970 1.651 -0.545
C 1.242 -0.662 2.296 0.612
O 1.644 -0.561 3.432 -0.590
O 0.808 0.283 1.527 -0.687
H 1.940 -1.948 0.905 0.203
H 1.574 -2.638 2.339 0.263
```

***

# 2
C7H20N | wB97M-V/def2-TZVPD

Its HOMO energy is -14.7 eV. The total energy is -9067.227 eV. The spin multiplicity is 1. The LUMO energy is -2.9 eV. As for the charge: +1. The HOMO-LUMO gap comes out at 11.8 eV.

The geometry in XYZ format:
```
28
Properties=species:S:1:pos:R:3:mulliken_charge:R:1
C -0.568 -1.939 1.991 -1.169
C -0.383 -0.479 2.301 -0.391
N -1.155 0.407 1.349 0.117
C -1.195 1.836 1.771 -0.825
H -0.269 -2.197 0.970 0.303
H 0.044 -2.522 2.679 0.353
H -1.625 -2.226 2.046 0.385
H -0.816 -0.241 3.279 0.450
H 0.645 -0.125 2.279 0.371
H -2.111 0.055 1.295 0.382
H -0.686 0.339 0.429 -0.366
H -1.713 1.868 2.732 0.414
H -1.754 2.400 1.032 0.347
H -0.187 2.201 1.914 0.352
C 1.372 -0.639 -3.048 -1.393
C 0.955 0.410 -2.006 1.023
C -0.561 0.481 -1.837 -1.396
C 1.654 0.115 -0.681 -1.212
H 2.462 -0.616 -3.228 0.369
H 1.113 -1.647 -2.744 0.369
H 0.899 -0.426 -4.009 0.383
H 1.201 1.433 -2.295 0.186
H -0.786 1.244 -1.081 0.309
H -0.966 -0.457 -1.420 0.303
H -1.085 0.698 -2.764 0.452
H 2.746 0.108 -0.765 0.432
H 1.374 0.810 0.118 0.297
H 1.394 -0.888 -0.306 0.155
```

***

# 3
C2H6N2S | wB97M-V/def2-TZVPD

Its HOMO energy is -8.5 eV. The total energy is -15984.257 eV. The spin multiplicity is 1. The LUMO energy is 0.5 eV. The HOMO-LUMO gap comes out at 9.0 eV.

The geometry in XYZ format:
```
11
Properties=species:S:1:pos:R:3:mulliken_charge:R:1
C -1.340 0.240 0.061 0.534
C 2.485 0.236 -0.119 -0.726
N -1.519 1.443 0.296 -0.541
N -1.919 -0.942 -0.135 -0.385
S 0.631 -0.494 0.001 -0.314
H 2.986 -0.706 0.028 0.279
H 2.613 0.900 -1.014 0.253
H 2.754 0.660 0.854 0.284
H -2.552 1.740 0.280 0.234
H -2.818 -1.292 -0.006 0.207
H -1.321 -1.784 -0.245 0.173
```

***

# 4
C3H5N2O | wB97M-V/def2-TZVPD

Its HOMO energy (spin up / spin down) is -13.6 / -12.9 eV. The total energy is -8205.716 eV. The spin multiplicity is 1. The LUMO energy (spin up / spin down) is -9.0 / -9.7 eV. As for the charge: +1. The HOMO-LUMO gap (spin up / spin down) comes out at 4.5 / 3.2 eV.

The geometry in XYZ format:
```
11
Properties=species:S:1:pos:R:3:mulliken_charge:R:1
C -1.736 -0.065 0.434 0.628
C 2.923 -0.533 -0.277 -0.442
C 1.605 -0.196 -0.201 -0.368
N -3.668 1.124 -0.339 -0.495
N -2.776 0.405 0.094 0.544
O -0.831 -0.690 0.830 -0.210
H 3.378 -1.110 0.563 0.231
H 3.622 -0.114 -1.010 0.255
H -4.589 1.142 0.180 0.356
H 0.943 -0.395 0.628 0.338
H 1.128 0.431 -0.902 0.164
```

***

# 5
C4H13N2O2S | wB97M-V/def2-TZVPD

Its HOMO energy is -12.8 eV. The total energy is -22262.341 eV. The spin multiplicity is 1. The LUMO energy is -3.0 eV. As for the charge: +1. The HOMO-LUMO gap comes out at 9.8 eV.

The geometry in XYZ format:
```
22
Properties=species:S:1:pos:R:3:mulliken_charge:R:1
N -1.437 1.318 0.526 -0.386
C -0.115 0.704 -0.276 0.055
C 0.994 0.198 0.632 -0.393
C 2.017 -0.646 -0.051 -1.243
S 2.956 0.365 -1.196 -0.180
C -0.842 -0.342 -1.144 0.402
N -0.139 -0.887 -2.180 -0.339
O -1.975 -0.661 -0.918 -0.630
H -1.137 1.407 1.572 0.374
H -2.208 0.748 0.450 0.322
H -1.675 2.256 0.139 0.358
H 0.244 1.456 -0.918 0.395
H 0.577 -0.527 1.393 0.296
H 1.456 0.951 1.249 0.487
H 2.626 -1.293 0.660 0.356
H 1.550 -1.424 -0.622 0.516
H 3.699 1.014 -0.081 0.198
H -0.530 -1.553 -2.828 0.255
H 0.871 -0.658 -2.488 0.175
H -2.209 -1.006 2.768 0.294
H -2.644 -0.940 1.375 0.269
O -2.077 -0.479 1.938 -0.581
```

***

# 6
C26H35FN5O3PtS3 | wB97M-V/def2-TZVPD

Its HOMO energy is -10.4 eV. The total energy is -79589.721 eV. The spin multiplicity is 1. The LUMO energy is -2.5 eV. As for the charge: +1. The HOMO-LUMO gap comes out at 8.0 eV.

The geometry in XYZ format:
```
74
Properties=species:S:1:pos:R:3:mulliken_charge:R:1
Pt -0.425 0.050 -1.094 0.391
C -2.089 -5.127 4.539 -1.890
C -1.847 -3.882 5.375 0.548
C -0.930 -4.177 6.551 -0.975
C -0.808 -2.953 7.441 -1.067
C -0.395 -1.753 6.634 1.169
C 0.240 -0.689 7.239 -0.713
C 0.642 0.408 6.488 0.091
F 1.257 1.420 7.120 -0.354
C 0.441 0.471 5.139 -0.863
C -0.202 -0.594 4.504 0.493
C -0.397 -0.508 3.040 0.332
O 0.069 0.439 2.402 -0.743
C -1.088 -1.633 2.467 1.147
C -1.461 -2.682 3.267 -0.470
N -1.267 -2.763 4.586 0.213
C -0.628 -1.702 5.246 -0.861
C -1.469 -1.761 1.027 -0.423
O -1.660 -2.859 0.534 -0.693
O -1.630 -0.628 0.371 -0.338
H -2.398 -5.929 5.209 0.442
H -1.177 -5.444 4.030 0.376
H -2.880 -5.005 3.802 0.535
H -2.806 -3.525 5.769 0.158
H 0.051 -4.479 6.173 0.327
H -1.339 -5.018 7.111 0.376
H -0.087 -3.121 8.241 0.462
H -1.771 -2.756 7.922 0.338
H 0.440 -0.703 8.303 0.523
H 0.766 1.319 4.553 0.642
H -1.963 -3.511 2.794 0.591
C 1.304 -1.985 -3.023 -0.753
C 0.892 -0.786 -3.851 -0.842
S 0.745 0.753 -2.911 -0.064
C 2.461 1.188 -2.503 -0.880
C 3.176 0.415 -1.398 -0.729
S 2.284 0.508 0.176 -0.035
C 2.258 -1.214 0.713 -0.191
C 1.830 -2.326 -0.249 -1.015
S 0.439 -2.052 -1.407 -0.036
H 2.376 -1.995 -2.843 0.368
H 1.045 -2.904 -3.547 0.495
H -0.106 -0.923 -4.268 0.371
H 1.582 -0.621 -4.679 0.513
H 2.398 2.245 -2.235 0.397
H 3.008 1.133 -3.446 0.599
H 4.166 0.859 -1.279 0.536
H 3.332 -0.625 -1.675 0.185
H 1.590 -1.177 1.572 -0.315
H 3.248 -1.491 1.081 0.654
H 1.516 -3.183 0.347 0.521
H 2.659 -2.665 -0.870 0.612
C -1.524 2.232 0.664 -0.397
N -2.321 3.416 0.871 0.248
C -1.739 4.530 0.131 -0.660
N -1.697 4.241 -1.306 0.136
C -0.909 3.054 -1.529 -0.692
N -1.469 1.860 -0.810 0.983
C -2.891 1.678 -1.281 -0.449
N -3.676 2.868 -1.055 0.068
C -3.678 3.175 0.380 -0.649
C -3.066 3.989 -1.770 -0.754
H -1.937 1.384 1.195 -0.037
H -0.499 2.385 0.998 0.181
H -0.725 4.712 0.491 0.323
H -2.336 5.427 0.293 0.339
H 0.110 3.205 -1.166 0.134
H -0.896 2.834 -2.596 0.256
H -3.303 0.830 -0.737 0.301
H -2.860 1.447 -2.347 0.137
H -4.114 2.337 0.924 0.349
H -4.285 4.063 0.551 0.359
H -3.663 4.886 -1.607 0.319
H -3.048 3.769 -2.839 0.346
```

***

# 7
C9H13N3 | wB97M-V/def2-TZVPD

Its HOMO energy (spin up / spin down) is -4.1 / -9.0 eV. The total energy is -14009.512 eV. The spin multiplicity is 3. The LUMO energy (spin up / spin down) is 0.9 / -2.2 eV. The HOMO-LUMO gap (spin up / spin down) comes out at 5.0 / 6.8 eV. The expectation value of S² is 2.01.

The geometry in XYZ format:
```
25
Properties=species:S:1:pos:R:3:mulliken_charge:R:1
C -2.696 -1.119 -1.240 -0.168
C -1.583 -0.418 -1.711 -1.219
C -2.769 -1.439 0.101 -0.609
C -0.626 -0.069 -0.796 0.795
C -0.818 -0.416 0.554 0.254
C 0.706 0.610 -0.945 0.335
C 1.678 -0.234 -1.775 -1.467
C 0.684 -0.593 2.490 -0.972
C 1.384 2.125 0.843 -0.937
N -1.854 -1.105 1.007 -0.637
N 0.150 0.101 1.356 0.127
N 1.227 0.754 0.421 -0.080
H -3.479 -1.421 -1.918 0.406
H -1.478 -0.175 -2.759 0.408
H -3.607 -2.000 0.495 0.376
H 0.589 1.596 -1.417 0.300
H 2.643 0.262 -1.841 0.390
H 1.283 -0.379 -2.777 0.389
H 1.817 -1.204 -1.304 0.326
H 1.125 0.121 3.186 0.266
H -0.150 -1.103 2.970 0.412
H 1.443 -1.327 2.201 0.308
H 0.470 2.722 0.717 0.351
H 1.676 2.142 1.891 0.264
H 2.185 2.568 0.251 0.382
```

***

# 8
C7H12F6N3O2PtSb | wB97M-V/def2-TZVPD

Its HOMO energy (spin up / spin down) is -21.6 / -21.6 eV. The total energy is -42066.900 eV. The spin multiplicity is 6. The LUMO energy (spin up / spin down) is -13.8 / -17.1 eV. As for the charge: +3. The HOMO-LUMO gap (spin up / spin down) comes out at 7.8 / 4.4 eV. The expectation value of S² is 8.81.

The geometry in XYZ format:
```
32
Properties=species:S:1:pos:R:3:mulliken_charge:R:1
Pt 0.285 -0.099 0.031 1.060
C -2.802 3.079 0.101 -1.381
C -1.681 2.183 0.404 0.544
N -1.266 1.267 -0.461 0.254
O -1.876 1.306 -1.626 -0.302
C -0.977 2.265 1.681 0.680
C -1.466 2.956 2.862 -1.282
N 0.207 1.606 1.724 0.103
O 0.998 1.516 2.622 -0.074
H -2.860 3.294 -0.969 0.462
H -2.763 3.998 0.683 0.442
H -3.774 2.603 0.315 0.428
H -1.699 0.526 -2.190 0.446
H -2.472 3.353 2.768 0.415
H -0.770 3.762 3.170 0.476
H -1.406 2.293 3.745 0.442
C 4.263 -3.141 1.574 -1.137
C 4.299 -2.144 0.416 -0.092
C 3.069 -1.494 0.147 0.536
N 2.061 -0.955 -0.055 -0.446
H 5.254 -3.550 1.748 0.345
H 3.571 -3.969 1.391 0.372
H 3.876 -2.711 2.502 0.373
H 4.664 -2.633 -0.504 0.330
H 5.069 -1.371 0.589 0.315
F -0.889 -0.987 1.455 -0.144
Sb -1.633 -2.552 3.253 2.223
F -0.069 -1.658 3.905 -0.513
F -2.445 -0.843 3.516 -0.518
F -2.193 -3.714 4.556 -0.384
F -2.848 -2.784 1.837 -0.473
F -0.352 -3.506 2.220 -0.497
```

***

Values for energy relative to the best compared isomer or geometry (same formula, charge and spin), kcal per mole, ordered as above
20.81, 0.00, 58.61, 172.43, 26.38, 0.00, 0.00, 42.11